Entry 1:
50
Properties=species:S:1:pos:R:3 method="wB97M-V/def2-TZVPD" orbital_gap_ev=8.047 charge=0 e_homo_ha=-0.301
S -4.041 1.050 1.001
F 0.322 -6.877 4.476
F 2.672 -2.743 4.650
O -5.085 0.920 2.001
O -4.364 0.453 -0.297
O 0.911 -1.581 2.813
O 3.758 1.220 -3.313
N 1.431 0.784 -0.598
N 2.231 2.619 -2.550
N -1.293 -0.971 3.118
N -3.573 2.716 0.829
C 1.298 3.048 -1.585
C -0.378 -5.060 3.054
C -4.378 3.385 -0.190
C 0.947 2.134 -0.585
C 1.469 -4.787 4.505
C 2.410 0.395 -1.505
C 3.845 -1.735 -1.802
C -2.474 0.298 1.466
C 1.848 -1.371 -0.113
C -2.423 -0.350 2.671
C 2.840 1.396 -2.516
C 0.454 -5.602 4.005
C -3.445 3.454 2.114
C -0.190 -0.968 2.348
C 2.735 -0.891 -1.179
C 0.769 -2.909 3.142
C -0.158 -0.297 1.116
C -0.208 -3.740 2.605
C 1.044 -0.307 0.210
C 1.646 -3.450 4.114
C -1.321 0.332 0.672
H -3.977 4.360 -0.419
H -4.394 3.457 2.636
H -0.956 -3.375 1.886
H -3.180 4.495 1.949
H 4.503 -2.123 -1.013
H 2.551 3.217 -3.308
H -5.401 3.482 0.126
H 2.162 -5.160 5.262
H -2.691 2.991 2.770
H -1.152 -5.749 2.613
H -4.380 2.852 -1.121
H 4.404 -1.225 -2.570
H 0.891 4.044 -1.581
H -1.366 0.844 -0.298
H -3.343 -0.353 3.297
H 3.380 -2.591 -2.283
H 0.248 2.452 0.195
H 1.889 -2.373 0.355


Entry 2:
48
Properties=species:S:1:pos:R:3 method="wB97M-V/def2-TZVPD" orbital_gap_ev=5.814 charge=-1 e_homo_ha=-0.130
F -6.976 -1.549 3.006
F -5.845 -3.044 4.156
F -7.117 -3.678 2.480
O 1.566 0.488 3.032
O -1.730 -1.571 -0.183
O -0.204 -0.583 2.186
O 2.621 0.696 -5.651
O 3.362 1.160 1.663
O 3.492 0.480 -0.445
C 1.802 2.869 2.460
C 2.791 0.654 0.526
C -4.100 -1.418 0.087
C 1.449 -0.635 -4.078
C 1.560 1.424 -2.198
C -6.243 -2.701 2.893
C -5.189 -1.658 0.880
C 2.053 0.604 -4.421
C 0.614 -0.103 -0.455
C 1.016 0.170 -1.820
C 0.898 -0.821 -2.826
C -2.814 -3.041 1.379
C 0.818 0.028 1.977
C -2.779 -1.976 0.378
C 2.047 1.656 -3.472
C -5.081 -2.537 1.957
C 2.502 1.557 2.759
C 3.209 1.950 -6.064
C 3.410 1.662 3.981
C -3.915 -3.277 2.160
C 1.351 0.279 0.615
H 2.475 2.768 -6.032
H -3.880 -4.038 2.937
H -6.136 -1.164 0.668
H 3.914 0.705 4.138
H 3.535 1.771 -7.089
H 1.162 2.802 1.574
H 1.185 3.143 3.326
H 1.450 -1.422 -4.829
H 0.428 -1.766 -2.549
H -0.328 -0.603 -0.238
H 4.067 2.217 -5.430
H 2.561 3.647 2.301
H -4.167 -0.740 -0.766
H -1.891 -3.604 1.529
H 2.473 2.631 -3.722
H 2.808 1.898 4.861
H 4.158 2.442 3.812
H 1.618 2.227 -1.453


Entry 3:
42
Properties=species:S:1:pos:R:3 method="wB97M-V/def2-TZVPD" orbital_gap_ev=8.754 charge=+1 e_homo_ha=-0.442
F -3.546 1.370 -3.831
N 0.290 0.690 0.733
N 0.866 1.955 2.450
C -0.889 1.560 -1.294
C 0.632 -1.594 -3.936
C 0.665 -1.164 4.489
C -1.901 3.742 -1.647
C 1.425 -1.465 -1.275
C -2.819 1.843 -2.746
C -0.017 -3.454 3.788
C -0.877 2.935 -1.136
C 0.818 0.217 4.285
C 0.347 0.758 -0.837
C 0.256 -0.127 1.916
C 0.093 -1.499 2.146
C 0.249 -0.503 -3.128
C 0.605 0.692 2.990
C -1.948 0.988 -2.036
C 0.602 -0.457 -1.753
C 0.264 -2.022 3.451
C 0.683 1.894 1.142
C 2.026 -2.397 -2.139
C 1.585 -2.499 -3.462
C -2.911 3.194 -2.436
H -2.036 -0.085 -2.216
H 0.360 -4.122 3.014
H 1.130 2.813 2.921
H 2.819 -3.049 -1.775
H 0.209 -1.735 -4.943
H 0.434 -3.742 4.742
H -0.302 0.296 -3.640
H -1.096 -3.628 3.885
H 0.931 2.730 0.526
H -1.883 4.819 -1.426
H 1.959 -3.279 -4.121
H -0.006 3.463 -0.709
H -0.166 -2.149 1.304
H 1.323 1.416 -0.906
H 1.643 -1.512 -0.204
H -3.744 3.791 -2.770
H 0.846 -1.586 5.485
H 1.082 0.903 5.101


| no. | maximum force (eV/A) | electronic energy (Eh) |
| --- | --- | --- |
| 1 | 3.8 | -1928.89409 |
| 2 | 1.8 | -1562.15189 |
| 3 | 2.5 | -1020.14293 |